(a)
Density functional theory data (ωB97M-V/def2-TZVPD) for C9H10O3 as an isolated structure.

The geometry in ORCA input format:
```
! wB97M-V def2-TZVPD RIJCOSX def2/J DEFGRID3
* xyz 0 1
C -3.42937 1.50214 -0.39165
C -2.43540 0.54461 0.24030
C -2.94892 -0.78090 0.82319
C -1.69782 -0.38270 -0.72099
C 2.36050 0.52710 -0.06855
C 3.46331 -0.39936 -0.38760
C 4.38964 -1.10829 -0.69004
C 1.46409 -0.04245 0.95033
C 0.71459 -0.51202 1.75714
H -4.14257 0.96659 -1.03383
H -4.00007 2.03637 0.37551
H -2.89989 2.23927 -1.00344
H -1.73864 1.06837 0.89907
H -2.63282 -1.01733 1.84416
H -4.01170 -0.98121 0.67874
H 3.51751 2.02300 -0.24860
H 1.76571 0.67934 -1.00596
H 5.22383 -1.77040 -0.95169
H 0.02782 -0.96776 2.50616
O -2.15663 -1.53091 -0.14063
O -0.98196 -0.27596 -1.66771
O 2.83948 1.76123 0.41673
*
```

For the LUMO energy, the calculation gives 0.8 eV. The calculation puts the HOMO-LUMO gap at 11.05 eV. The calculation puts the molecular weight at 166.2 u.

(b)
Density functional theory data (ωB97M-V/def2-TZVPD) for a single C9H10O3 molecule.

The geometry in ORCA input format:
```
! wB97M-V def2-TZVPD RIJCOSX def2/J DEFGRID3
* xyz 0 1
C 1.01237 3.08439 0.69008
C 0.60948 0.77731 -0.08611
C 1.51823 -0.15324 -0.07608
C 1.35265 -1.53004 0.05958
C 2.76291 -2.31820 -0.29213
C 0.01526 -1.95062 0.50619
C -1.01515 -0.91837 0.14571
C -2.33616 -1.29158 0.43598
C -0.67521 0.46773 -0.17161
H 1.16892 2.87294 1.81946
H -0.11052 3.58154 0.52928
H 1.37267 4.13502 0.17994
H 2.54284 0.40596 -0.28062
H 2.34954 -3.53521 -0.57138
H 3.70703 -2.36569 0.46980
H 2.96955 -2.21705 -1.46598
H -0.48571 -3.01333 0.58071
H -2.80381 -2.17060 0.91978
H -2.45765 1.20321 -0.70315
O 1.42057 2.05154 -0.17742
O -3.27326 -0.56553 -0.08425
O -1.61220 1.52635 -0.83178
*
```

For the LUMO energy, the calculation gives -0.5 eV. The calculation puts the HOMO-LUMO gap at 8.80 eV. The calculation puts the molecular weight at 166.2 u. Its SMILES is COc1cc(C)cc(C=O)c1O.

Most stable: (a) (next structure +50.4 kcal/mol)

(a)
Density functional theory data (ωB97M-V/def2-TZVPD) for a 3-piece molecular cluster, C3H12NO4 overall.

The geometry in ORCA input format:
```
! wB97M-V def2-TZVPD RIJCOSX def2/J DEFGRID3
* xyz 1 1
O 0.95176 2.02806 1.70648
C 0.43490 1.91610 0.62519
C 0.04775 0.52330 0.12748
C -1.40837 0.51283 -0.26723
O -1.57317 1.37632 -1.36203
N 0.38000 -0.47211 1.21691
H 0.30756 2.75104 -0.09037
H 0.75921 0.57554 -0.73870
H -2.06227 1.03504 0.44134
H -1.89931 -0.46098 -0.30952
H -1.46852 0.99746 -2.23350
H 0.95172 0.04604 1.89669
H -0.47772 -0.88431 1.57224
H 1.00095 -1.24003 0.89329
H 2.44823 -3.13915 1.05907
H 1.20563 -3.71433 0.28704
O 1.50384 -3.04940 0.90899
H -1.02692 -1.30081 -3.17805
H 0.24176 -1.89292 -2.32673
O -0.48854 -1.27420 -2.38472
*
```

For the LUMO energy, the calculation gives -3.3 eV. The calculation puts the HOMO-LUMO gap at 10.92 eV. The calculation puts the molecular weight at 126.1 u.

(b)
Density functional theory data (ωB97M-V/def2-TZVPD) for a 3-piece molecular cluster, C3H12NO4 overall.

The geometry in ORCA input format:
```
! wB97M-V def2-TZVPD RIJCOSX def2/J DEFGRID3
* xyz 1 1
C -1.29110 -0.97109 0.10661
C -0.31824 -1.26457 -0.97095
C 0.00205 -0.03016 -1.76285
O 1.00909 -0.25466 -2.59649
O -0.53187 1.04311 -1.60640
N -0.83190 0.09352 1.09728
H -2.27260 -0.59148 -0.20603
H -1.70371 -1.78602 0.69274
H -0.76212 -2.04479 -1.58483
H 0.65848 -1.61881 -0.63592
H 1.23137 0.53753 -3.11004
H 0.16384 -0.01261 1.32492
H -1.39278 0.23035 1.91728
H -1.00442 0.94258 0.56074
H 0.41877 3.26214 1.49621
H 0.10316 3.11840 -0.00995
O 0.10960 2.64070 0.82929
H 1.80462 -1.58383 2.09051
H 2.69567 -0.58691 1.10877
O 1.91211 -1.12341 1.25913
*
```

For the LUMO energy, the calculation gives -3.0 eV. The calculation puts the HOMO-LUMO gap at 11.59 eV. The calculation puts the molecular weight at 126.1 u.

(c)
Density functional theory data (ωB97M-V/def2-TZVPD) for a 3-piece molecular cluster, C3H12NO4 overall.

The geometry in ORCA input format:
```
! wB97M-V def2-TZVPD RIJCOSX def2/J DEFGRID3
* xyz 1 1
O -0.30302 2.61693 1.08386
C 0.04940 1.38768 0.66461
C -0.56945 1.25907 -0.71565
N -0.72549 -0.14335 -1.27036
C -2.10452 -0.33401 -1.78282
O 0.65153 0.60656 1.33462
H 0.24116 2.89632 1.83472
H -0.00961 1.84234 -1.44244
H -1.55044 1.70502 -0.65741
H -0.02520 -0.37750 -1.96953
H -0.52039 -0.82656 -0.49688
H -2.14450 -1.29725 -2.28993
H -2.39263 0.43993 -2.49080
H -2.82275 -0.33400 -0.97182
H 3.58918 -1.42786 2.96455
H 2.12162 -1.13043 3.10471
O 2.79923 -1.29476 2.44216
H 1.62736 -1.27435 0.58546
H 1.14590 -2.62844 0.03637
O 0.94261 -1.68534 0.03658
*
```

For the LUMO energy, the calculation gives -3.0 eV. The calculation puts the HOMO-LUMO gap at 11.55 eV. The calculation puts the molecular weight at 126.1 u.

Most stable: (b) (next structure +9.8 kcal/mol)

(a)
Density functional theory data (ωB97M-V/def2-TZVPD) for a 3-piece molecular cluster, C2H9O2S overall.

The geometry in ORCA input format:
```
! wB97M-V def2-TZVPD RIJCOSX def2/J DEFGRID3
* xyz -1 1
C 1.24863 0.56264 0.48892
C -0.16937 0.61058 1.06434
S -1.34703 -0.39648 0.14428
H 1.17023 0.50928 -0.58957
H 1.69410 -0.40876 0.72173
H 1.92684 1.38328 0.74064
H -0.44771 1.66112 1.15185
H -0.11944 0.24770 2.08900
H -0.12471 -2.32037 0.10419
H 1.04817 -3.34449 0.24151
O 0.09371 -3.28287 0.13998
H -1.27111 1.25378 -1.50463
H -2.15650 1.53871 -2.69252
O -1.54581 1.98588 -2.09972
*
```

For the LUMO energy, the calculation gives 4.1 eV. The calculation puts the HOMO-LUMO gap at 7.16 eV. The calculation puts the molecular weight at 97.2 u.

(b)
Density functional theory data (ωB97M-V/def2-TZVPD) for a 3-piece molecular cluster, C2H9O2S overall.

The geometry in ORCA input format:
```
! wB97M-V def2-TZVPD RIJCOSX def2/J DEFGRID3
* xyz -1 1
C -1.02403 0.03595 -2.61186
C -0.04858 -0.58910 -1.53124
S -0.09560 0.40642 -0.07475
H -2.06715 0.07212 -2.19838
H -0.84010 1.01586 -3.02701
H -1.09182 -0.70604 -3.37788
H -0.39811 -1.67428 -1.38634
H 1.02882 -0.76275 -1.94538
H -0.96079 -0.50141 1.77246
H -2.00210 0.51818 2.11001
O -1.70145 -0.39887 2.43487
H 1.90633 -0.08778 1.43872
H 2.95246 1.09322 1.72614
O 2.88117 0.13000 1.43292
*
```

For the LUMO energy, the calculation gives 4.0 eV. The calculation puts the HOMO-LUMO gap at 6.99 eV. The calculation puts the molecular weight at 97.2 u.

Most stable: (a) (next structure +13.5 kcal/mol)

(a)
Density functional theory data (ωB97M-V/def2-TZVPD) for a single C3H2Cl2F2 molecule.

The geometry in ORCA input format:
```
! wB97M-V def2-TZVPD RIJCOSX def2/J DEFGRID3
* xyz 0 1
C -0.10864 -0.57016 -0.64812
C 0.44686 0.80360 -0.60388
C -0.38339 -0.50141 0.80760
F 1.67655 1.05424 -0.16233
F -0.30363 1.89853 -0.57543
Cl -1.82085 0.21031 1.41477
Cl 0.83158 -0.92743 1.94400
H -0.98791 -0.66722 -1.26929
H 0.64943 -1.30045 -0.90732
*
```

For the LUMO energy (alpha / beta), the calculation gives 0.5 / 0.4 eV. The calculation puts the HOMO-LUMO gap (alpha / beta) at 8.28 / 8.19 eV. The calculation puts the molecular weight at 147.0 u.

(b)
Density functional theory data (ωB97M-V/def2-TZVPD) for a 2-piece molecular cluster, C3H2Cl2F2 overall.

The geometry in ORCA input format:
```
! wB97M-V def2-TZVPD RIJCOSX def2/J DEFGRID3
* xyz 0 1
C -0.92674 1.42624 0.42836
C 0.18715 1.00856 -0.04838
C 0.61338 -1.57568 -0.35390
F 1.29734 1.61732 -0.38717
F 1.63003 -1.84485 -1.17535
Cl -0.76997 -2.08570 -1.20817
Cl 0.77940 -1.99510 1.32752
H -1.16949 2.56426 0.48345
H -1.64112 0.88495 0.93364
*
```

For the LUMO energy (alpha / beta), the calculation gives -0.5 / -0.6 eV. The calculation puts the HOMO-LUMO gap (alpha / beta) at 8.59 / 8.78 eV. The calculation puts the molecular weight at 147.0 u.

Most stable: (a) (next structure +47.2 kcal/mol)

(a)
Density functional theory data (ωB97M-V/def2-TZVPD) for C16H17InN6OS3 as an isolated structure.

The geometry in ORCA input format:
```
! wB97M-V def2-TZVPD RIJCOSX def2/J DEFGRID3
* xyz 2 1
In -0.94092 -0.02245 -0.46788
O 0.18341 1.86463 0.39229
C -0.36277 2.33982 1.64404
C -0.88875 1.16454 2.41879
C -0.87843 1.15143 3.79755
C -1.39843 0.05165 4.46224
C -1.92069 -1.00487 3.72932
C -1.90414 -0.92314 2.35497
N -1.40072 0.14659 1.71261
H 0.55023 2.61455 -0.09189
H -1.17782 3.03978 1.44621
H 0.40716 2.85475 2.21352
H -0.46358 1.98726 4.34544
H -1.38885 0.01606 5.54367
H -2.33007 -1.87957 4.21420
H -2.30666 -1.71742 1.73837
C -0.68669 0.35945 -5.98734
C -1.61215 0.88859 -4.95679
N -2.77563 1.41205 -5.15645
N -3.24794 1.71918 -3.90428
C -2.41779 1.39314 -2.93482
S -2.62222 1.62445 -1.25371
N -1.34896 0.86926 -3.58471
N -0.19834 0.43702 -2.91705
H -1.12505 0.52928 -6.96696
H -0.53355 -0.71312 -5.85650
H 0.28294 0.85772 -5.94497
H -4.16028 2.14119 -3.80592
H 0.59527 0.99768 -3.21979
H -0.01480 -0.54353 -3.13143
S -1.00117 -2.41566 -1.12068
C 0.46406 -2.33808 -0.17526
N 0.87284 -1.16219 0.24402
C 2.00469 -1.25627 1.06266
C 2.67136 -0.20898 1.69315
C 3.77784 -0.50867 2.46354
C 4.22184 -1.82871 2.60977
C 3.56593 -2.87355 1.98973
C 2.44957 -2.57014 1.21600
S 1.40810 -3.66456 0.34244
H 2.33083 0.81033 1.56318
H 4.31809 0.28840 2.95770
H 5.09389 -2.03427 3.21551
H 3.90837 -3.89363 2.10551
*
```

For the LUMO energy, the calculation gives -5.8 eV. The calculation puts the HOMO-LUMO gap at 8.20 eV. The calculation puts the molecular weight at 520.4 u.

(b)
Density functional theory data (ωB97M-V/def2-TZVPD) for C16H17InN6OS3 as an isolated structure.

The geometry in ORCA input format:
```
! wB97M-V def2-TZVPD RIJCOSX def2/J DEFGRID3
* xyz 2 1
In 0.24265 0.92693 1.22386
O -0.91935 2.29213 2.92966
C -1.57195 1.60193 3.98316
C -1.59115 0.11363 3.75526
C -2.28265 -0.70877 4.64516
C -2.26895 -2.07927 4.45786
C -1.52575 -2.60387 3.40336
C -0.86655 -1.72717 2.56956
N -0.92785 -0.40217 2.72906
H -0.79665 3.21083 3.20386
H -2.60715 1.95843 4.07456
H -1.05625 1.78453 4.93556
H -2.81195 -0.26997 5.47596
H -2.81435 -2.72857 5.12536
H -1.45805 -3.66617 3.24066
H -0.23795 -2.07257 1.75606
C -2.18345 -2.08947 -3.03774
C -2.06235 -0.65937 -2.71294
N -2.53025 0.33823 -3.38174
N -2.23195 1.45203 -2.69994
C -1.56785 1.18133 -1.56714
S -1.10605 2.33213 -0.42364
N -1.43205 -0.18007 -1.56044
N -0.78495 -0.90407 -0.57454
H -2.70195 -2.19357 -3.98614
H -2.76225 -2.60937 -2.27374
H -1.20905 -2.56887 -3.12264
H -2.51615 2.36073 -3.04474
H 0.05405 -1.35487 -0.95354
H -1.40815 -1.62497 -0.20194
S 2.46775 0.96063 2.32316
C 3.00105 0.84603 0.69076
N 2.13225 0.73623 -0.28964
C 2.75315 0.72363 -1.51814
C 2.13495 0.68763 -2.76494
C 2.92465 0.70503 -3.89474
C 4.31485 0.75393 -3.80544
C 4.94715 0.79933 -2.57954
C 4.15725 0.78953 -1.44164
S 4.65965 0.89793 0.23056
H 1.05645 0.67913 -2.83654
H 2.46145 0.68893 -4.86784
H 4.90375 0.77133 -4.70924
H 6.02215 0.85093 -2.50484
*
```

For the LUMO energy, the calculation gives -6.4 eV. The calculation puts the HOMO-LUMO gap at 7.33 eV. The calculation puts the molecular weight at 520.4 u.

Most stable: (a) (next structure +12.3 kcal/mol)